--- a ---
Below is 7 unconnected molecules or ions with the total composition H14O7, with properties calculated with the ωB97M-V functional and the def2-TZVPD basis.

Summary:
HOMO energy: -10.37 eV
Structure (SMILES): O.O.O.O.O.O.O
Multiplicity: 1
LUMO level: 0.0031 Ha
Orbital gap: 10.45 eV

Cartesian coordinates (Å):
O (-2.58510, 0.25319, -2.20829)
H (-2.19110, -0.22981, -2.92129)
H (-2.02110, -0.15881, -1.53429)
O (-0.22010, 0.47019, 3.31371)
H (0.67390, 0.64919, 3.15071)
H (-0.34010, 0.56419, 4.29071)
O (0.42190, -0.98281, -2.08729)
H (0.49690, -0.30681, -2.74729)
H (-0.12510, -1.61581, -2.46729)
O (-2.77210, 1.18119, 0.91871)
H (-3.41910, 0.49119, 1.05471)
H (-1.97410, 0.67519, 0.85871)
O (-0.60810, -0.51981, 0.55971)
H (-0.07910, -0.19981, -0.19929)
H (0.00890, -0.82881, 1.16971)
O (1.99390, 0.76019, 1.31571)
H (2.57290, 1.41019, 0.88571)
H (1.19890, 1.21119, 1.05771)
O (3.07490, -0.68681, -1.71729)
H (3.67090, -1.01381, -1.03729)
H (2.22190, -1.12281, -1.65629)


--- b ---
Below is 7 unconnected molecules or ions with the total composition H14O7, with properties calculated with the ωB97M-V functional and the def2-TZVPD basis.

Summary:
HOMO energy: -10.93 eV
Structure (SMILES): O.O.O.O.O.O.O
Multiplicity: 1
LUMO level: -0.0119 Ha
Orbital gap: 10.61 eV

Cartesian coordinates (Å):
O (-0.31193, 1.10653, -0.80556)
H (-0.09454, 0.33659, -1.33107)
H (-0.03404, 0.87795, 0.08143)
O (-2.69002, -1.64966, -0.66409)
H (-3.31025, -1.30739, -1.30783)
H (-1.84513, -1.28479, -0.92729)
O (1.32992, -1.33317, -1.37579)
H (2.06173, -1.20430, -1.97919)
H (1.71987, -1.25385, -0.50523)
O (0.01682, 0.31775, 1.81541)
H (-0.88982, 0.19427, 2.09647)
H (0.39743, -0.56018, 1.84019)
O (-0.74681, -2.50764, -2.85389)
H (-0.02906, -1.98443, -2.49705)
H (-0.57699, -3.39510, -2.53799)
O (2.40566, 1.34432, 2.86119)
H (1.68132, 0.90379, 2.41678)
H (2.26949, 1.15343, 3.78923)
O (-0.51366, 3.50647, 1.00272)
H (-0.66943, 2.66687, 0.57024)
H (-0.17057, 4.07256, 0.31131)


--- c ---
Below is 7 unconnected molecules or ions with the total composition H14O7, with properties calculated with the ωB97M-V functional and the def2-TZVPD basis.

Summary:
HOMO energy: -10.66 eV
Structure (SMILES): O.O.O.O.O.O.O
Multiplicity: 1
LUMO level: 0.0056 Ha
Orbital gap: 10.81 eV

Cartesian coordinates (Å):
O (-1.88878, -0.02595, -1.30646)
H (-2.66308, 0.45959, -1.63790)
H (-1.06649, 0.40862, -1.72813)
O (-1.38727, -0.68679, 1.40089)
H (-1.30600, -1.56399, 1.73274)
H (-0.59803, -0.55077, 0.84377)
O (0.40569, 2.43592, 0.36962)
H (-0.16485, 1.66402, 0.27214)
H (1.04282, 2.22802, -0.34497)
O (-0.22223, -2.56270, -0.38192)
H (-1.05729, -2.12332, -0.55781)
H (0.04821, -3.01193, -1.17014)
O (0.72073, 1.28993, -2.07180)
H (1.26336, 0.60304, -1.67042)
H (0.90299, 1.05869, -2.97471)
O (1.45681, -0.44535, 0.30259)
H (1.78752, -0.22494, 1.19508)
H (0.98115, -1.32113, 0.31916)
O (0.89886, 0.60831, 2.63156)
H (-0.01329, 0.25367, 2.51624)
H (0.85916, 1.50706, 2.26047)


--- d ---
Below is 7 unconnected molecules or ions with the total composition H14O7, with properties calculated with the ωB97M-V functional and the def2-TZVPD basis.

Summary:
HOMO energy: -11.06 eV
Structure (SMILES): O.O.O.O.O.O.O
Multiplicity: 1
LUMO level: 0.0091 Ha
Orbital gap: 11.31 eV

Cartesian coordinates (Å):
O (0.10808, -3.21935, -1.91698)
H (-0.01423, -3.08967, -0.96494)
H (-0.45279, -2.55096, -2.32793)
O (2.84791, 0.89949, -0.69101)
H (2.56290, 1.05633, -1.59893)
H (2.98617, 1.79394, -0.31756)
O (-0.10357, 0.30583, -0.16342)
H (0.84364, 0.51749, -0.10312)
H (-0.12515, -0.65055, -0.31264)
O (-0.43118, -2.56569, 1.01391)
H (-1.31836, -2.88024, 1.22936)
H (0.16308, -3.26088, 1.32510)
O (2.37667, 3.63952, -0.20155)
H (1.43583, 3.42026, -0.23626)
H (2.43175, 4.39924, 0.39039)
O (-1.48136, 1.36013, 2.63637)
H (-2.42944, 1.22769, 2.53357)
H (-1.13996, 1.41364, 1.73261)
O (-2.71466, -0.85887, -0.97152)
H (-2.01039, -0.41583, -0.47555)
H (-3.53493, -0.54153, -0.57989)


Stability, lowest: a


--- a ---
Below is 7 unconnected molecules or ions with the total composition H14O7, with properties calculated with the ωB97M-V functional and the def2-TZVPD basis.

Summary:
HOMO energy: -10.78 eV
Structure (SMILES): O.O.O.O.O.O.O
Multiplicity: 1
LUMO level: -0.0092 Ha
Orbital gap: 10.53 eV

Cartesian coordinates (Å):
O (0.09268, 14.79943, 10.66180)
H (-0.55836, 14.48043, 11.29445)
H (0.85749, 14.21329, 10.77937)
O (0.21667, 11.30689, 8.46206)
H (-0.14503, 12.01667, 7.92122)
H (1.17287, 11.44804, 8.43121)
O (2.25876, 13.25763, 11.85432)
H (2.36568, 12.35800, 12.19306)
H (2.32942, 13.82631, 12.63180)
O (5.52384, 16.57572, 7.21987)
H (5.40420, 15.88894, 7.88948)
H (6.03677, 17.25670, 7.66671)
O (3.08243, 13.09922, 9.19271)
H (3.95587, 13.49625, 9.07086)
H (2.95727, 13.04941, 10.15806)
O (5.08890, 13.45862, 6.63890)
H (5.52849, 12.62786, 6.42437)
H (5.74529, 13.96157, 7.13048)
O (5.38919, 14.88498, 9.65378)
H (5.20708, 14.88765, 10.60104)
H (6.02309, 14.16551, 9.52931)


--- b ---
Below is 7 unconnected molecules or ions with the total composition H14O7, with properties calculated with the ωB97M-V functional and the def2-TZVPD basis.

Summary:
HOMO energy: -11.13 eV
Structure (SMILES): O.O.O.O.O.O.O
Multiplicity: 1
LUMO level: 0.0166 Ha
Orbital gap: 11.58 eV

Cartesian coordinates (Å):
O (-1.40159, 1.12313, -1.88074)
H (-1.20007, 1.03657, -0.94027)
H (-2.11377, 0.54911, -2.04917)
O (-2.25413, -1.32799, 0.27079)
H (-2.24782, -1.58844, 1.15150)
H (-2.09008, -0.34345, 0.42478)
O (0.34730, -0.09670, 1.77711)
H (1.22195, 0.32985, 1.49314)
H (0.38132, -0.77011, 1.06158)
O (2.45682, 1.19287, 1.15484)
H (2.51583, 0.77237, 0.21486)
H (3.34698, 1.25547, 1.44220)
O (-0.20159, -1.43640, -1.64669)
H (-0.49159, -0.70217, -2.31192)
H (-0.98462, -1.51760, -1.07503)
O (-1.79649, 1.35464, 0.93879)
H (-1.81760, 2.20177, 1.37203)
H (-1.04444, 0.81892, 1.27403)
O (2.46117, -0.66778, -0.65676)
H (3.21882, -1.21559, -0.80850)
H (1.69360, -0.96848, -1.20658)


--- c ---
Below is 7 unconnected molecules or ions with the total composition H14O7, with properties calculated with the ωB97M-V functional and the def2-TZVPD basis.

Summary:
HOMO energy: -9.68 eV
Structure (SMILES): O.O.O.O.O.O.O
Multiplicity: 1
LUMO level: -0.0054 Ha
Orbital gap: 9.53 eV

Cartesian coordinates (Å):
O (-0.05164, 0.10372, -1.93079)
H (-0.84533, -0.07717, -2.44686)
H (-0.38870, 0.42912, -1.08848)
O (-0.18023, -0.99850, 1.38976)
H (0.61074, -0.45563, 1.48277)
H (-0.56634, -0.70933, 0.55532)
O (-1.87474, -1.80509, 2.37229)
H (-1.37383, -2.60451, 2.17478)
H (-1.68062, -1.62992, 3.29998)
O (-1.59238, 4.38173, 0.34196)
H (-0.70382, 4.33306, 0.71221)
H (-1.75000, 3.49704, -0.00656)
O (2.48384, -1.38931, 0.20115)
H (3.17815, -0.77477, -0.06202)
H (2.47640, -1.33658, 1.16352)
O (-1.94480, -3.81577, -3.66392)
H (-1.01736, -3.86565, -3.92151)
H (-2.38786, -4.42685, -4.26332)
O (2.37678, 4.05853, 1.11737)
H (2.79085, 3.84509, 1.96116)
H (2.44087, 3.24080, 0.61119)


Stability, lowest: c


--- a ---
Below is 7 unconnected molecules or ions with the total composition H14O7, with properties calculated with the ωB97M-V functional and the def2-TZVPD basis.

Summary:
HOMO energy: -10.73 eV
Structure (SMILES): O.O.O.O.O.O.O
Multiplicity: 1
LUMO level: -0.0069 Ha
Orbital gap: 10.54 eV

Cartesian coordinates (Å):
O (12.66087, 16.48553, 12.34775)
H (12.48368, 17.38087, 12.03119)
H (12.66757, 16.55629, 13.30762)
O (13.26150, 19.99619, 8.10135)
H (13.38671, 20.94673, 8.00390)
H (13.08587, 19.66619, 7.21129)
O (12.00969, 19.06893, 10.66844)
H (11.05009, 19.25776, 10.64937)
H (12.31060, 19.18347, 9.75272)
O (8.25205, 17.64501, 8.13955)
H (8.74183, 18.11197, 8.83653)
H (8.09511, 16.76185, 8.48695)
O (9.25743, 19.44754, 10.17002)
H (9.12338, 20.33557, 9.81434)
H (8.66031, 19.38977, 10.92779)
O (12.24531, 20.72109, 13.36835)
H (12.19628, 21.63559, 13.07479)
H (12.28569, 20.20234, 12.55147)
O (14.73411, 18.05478, 9.67988)
H (14.28279, 18.33305, 10.48366)
H (14.41481, 18.67866, 9.01621)


--- b ---
Below is 7 unconnected molecules or ions with the total composition H14O7, with properties calculated with the ωB97M-V functional and the def2-TZVPD basis.

Summary:
HOMO energy: -10.80 eV
Structure (SMILES): O.O.O.O.O.O.O
Multiplicity: 1
LUMO level: -0.0019 Ha
Orbital gap: 10.75 eV

Cartesian coordinates (Å):
O (-3.01129, 1.85534, 0.23714)
H (-2.10487, 1.44633, 0.10115)
H (-3.29964, 1.24773, 0.90824)
O (-0.46898, -0.58117, -3.17492)
H (-0.69509, -0.50267, -2.29879)
H (-1.16599, 0.00360, -3.65120)
O (-0.74593, -0.02620, -0.48044)
H (0.10064, 0.23013, -0.16115)
H (-0.88938, -0.81099, -0.20818)
O (1.89949, -0.62929, 0.26576)
H (2.69081, -0.06124, 0.08497)
H (2.01152, -1.46369, -0.31061)
O (2.35866, 0.36610, 2.75642)
H (2.15579, -0.08842, 1.80782)
H (1.51862, 0.53468, 3.02906)
O (-1.20737, -2.85536, 0.44704)
H (-1.75067, -3.19708, 1.18600)
H (-0.46072, -3.57733, 0.43496)
O (1.21339, 2.35302, -0.48881)
H (0.29106, 2.55856, -0.42787)
H (1.55995, 3.19794, -0.05659)


--- c ---
Below is 7 unconnected molecules or ions with the total composition H14O7, with properties calculated with the ωB97M-V functional and the def2-TZVPD basis.

Summary:
HOMO energy: -11.25 eV
Structure (SMILES): O.O.O.O.O.O.O
Multiplicity: 1
LUMO level: -0.0029 Ha
Orbital gap: 11.17 eV

Cartesian coordinates (Å):
O (-0.88835, -0.47965, -0.15491)
H (-1.43115, -0.87794, -0.76380)
H (-0.51152, -1.33495, 0.21738)
O (2.15058, -2.89881, 1.40684)
H (1.58799, -2.16351, 1.58066)
H (1.60782, -3.61240, 1.78877)
O (2.85742, 0.61349, -1.56305)
H (2.00466, 0.41980, -1.16298)
H (2.58455, 1.23232, -2.19145)
O (0.88031, -2.29787, -1.72237)
H (0.43954, -3.01217, -1.24943)
H (1.48914, -2.68632, -2.22267)
O (-5.94929, -0.97364, 0.73649)
H (-5.87788, -1.10129, 1.75296)
H (-5.05456, -0.79953, 0.44224)
O (-1.97240, 3.70823, -0.69054)
H (-2.27372, 4.58037, -1.05684)
H (-1.20756, 3.57121, -1.36662)
O (3.04443, 2.53643, 1.93823)
H (3.13347, 2.34905, 2.94434)
H (2.52763, 1.76994, 1.68194)


--- d ---
Below is 7 unconnected molecules or ions with the total composition H14O7, with properties calculated with the ωB97M-V functional and the def2-TZVPD basis.

Summary:
HOMO energy: -10.47 eV
Structure (SMILES): O.O.O.O.O.O.O
Multiplicity: 1
LUMO level: 0.0030 Ha
Orbital gap: 10.55 eV

Cartesian coordinates (Å):
O (-9.69485, -38.27154, 0.52833)
H (-10.64820, -38.33383, 0.41447)
H (-9.44350, -37.47692, 0.03731)
O (-8.71232, -35.01504, 4.34807)
H (-8.90045, -35.54773, 5.12986)
H (-8.56271, -34.12212, 4.68304)
O (-6.87635, -35.85175, 1.83293)
H (-7.23737, -35.52395, 2.66762)
H (-7.64566, -35.95908, 1.26087)
O (-4.89666, -33.40223, 1.66764)
H (-4.50031, -33.21447, 2.52443)
H (-5.11598, -34.34101, 1.70686)
O (-5.08730, -33.77670, 4.53356)
H (-5.68109, -34.52032, 4.69121)
H (-4.88699, -33.43034, 5.41097)
O (-9.79487, -35.36764, 0.29703)
H (-10.67653, -35.17342, -0.04200)
H (-9.20464, -34.80767, -0.22582)
O (-5.33010, -38.27804, 1.39041)
H (-5.62176, -38.31787, 0.47511)
H (-5.81441, -37.52370, 1.77112)


Stability, lowest: c